Entry 1:
2 unconnected molecules or ions with the total composition C2H10NO in a non-equilibrium geometry, computed with wB97M-V/def2-TZVPD.

* spin multiplicity: 2
* HOMO level (alpha / beta): -0.1386 / -0.3886 Ha
* electronic energy: -212.0357 hartree
* ΔE to the lowest compared entry with this formula, charge and spin: 21.7 kcal/mol
* ⟨S²⟩: 0.75
* maximum force: 3.50 eV Å⁻¹

Last column: natural (NBO) charge in e.
Positions of all 14 atoms, in Å:
N 0.98563 1.89486 -1.87009  -1.33
H 1.35893 1.84719 -0.78567  0.26
H 0.35766 1.16263 -2.01962  0.41
H 0.54715 2.79368 -2.10373  0.35
H 1.83274 1.70645 -2.40947  0.35
C -0.67589 -0.29093 0.86640  -0.08
O 0.32913 -0.40638 -0.16811  -0.79
C -0.85652 -1.54045 1.66000  -0.65
H -0.20797 0.51320 1.47119  0.19
H -1.65859 -0.07360 0.37707  0.17
H 0.47454 -1.26743 -0.63193  0.48
H -1.90673 -1.88337 1.61529  0.21
H -0.51301 -2.42733 1.10366  0.22
H -0.62272 -1.39617 2.66032  0.22


Entry 2:
2 unconnected molecules or ions with the total composition C2H10NO in a non-equilibrium geometry, computed with wB97M-V/def2-TZVPD.

* spin multiplicity: 2
* HOMO level (alpha / beta): -0.1187 / -0.4286 Ha
* electronic energy: -212.0193 hartree
* ΔE to the lowest compared entry with this formula, charge and spin: 32.0 kcal/mol
* ⟨S²⟩: 0.75
* maximum force: 5.64 eV Å⁻¹

Last column: natural (NBO) charge in e.
Positions of all 14 atoms, in Å:
C 1.69573 -0.26193 -0.98710  -0.68
C 1.23303 0.23871 0.31738  -0.40
N -0.03156 -0.31618 0.82638  -1.04
H 1.42455 -1.33701 -1.36734  0.24
H 1.30648 0.28817 -1.86102  0.23
H 2.82009 -0.34380 -1.00915  0.23
H 2.01944 0.51882 0.98133  0.25
H 0.89591 1.39376 0.24679  0.20
H -0.76130 0.19385 1.29527  0.40
H 0.11550 -1.11945 1.49246  0.30
H -0.52534 -0.58260 -0.02956  0.38
H -3.65327 1.08775 0.41671  0.46
H -3.45119 -0.04279 -0.59835  0.46
O -3.08806 0.28271 0.27620  -1.01


Entry 3:
2 unconnected molecules or ions with the total composition C2H10NO in a non-equilibrium geometry, computed with wB97M-V/def2-TZVPD.

* HOMO level: -0.5655 Ha
* electronic energy: -211.9000 hartree
* ΔE to the lowest compared entry with this formula, charge and spin: 36.7 kcal/mol
* net charge: +1
* maximum force: 4.90 eV Å⁻¹

Last column: natural (NBO) charge in e.
Positions of all 14 atoms, in Å:
O 2.66125 0.61599 0.29731  -0.95
H 2.52580 1.23979 -0.41096  0.47
H -0.45176 0.86959 -0.73399  0.43
H 2.99415 1.18354 0.98883  0.48
C -0.29693 -1.22539 -0.82049  -0.39
N -1.11216 0.19263 -0.44243  -0.52
C -1.53598 0.21224 0.96691  -0.45
H 0.77560 -1.16282 -0.39795  0.27
H -0.76210 -2.06308 -0.41245  0.23
H -0.38895 -1.25233 -1.92627  0.23
H -1.98268 0.28599 -1.04748  0.44
H -2.45323 -0.45264 1.17583  0.25
H -2.11613 1.15455 1.00792  0.24
H -0.64813 0.00006 1.59656  0.26